28
Properties=species:S:1:pos:R:3 method="wB97M-V/def2-TZVPD" max_force_ev_per_a=4.68 smiles="[H]/N=[N+](/N=P(C)=S)OC1CCCCC1" total_charge=+1 multiplicity=1 de_lowest_kcal_mol=56.53
H 0.830 2.521 -2.030
N 0.503 3.096 -1.301
N 0.339 2.702 -0.195
N 0.171 3.495 0.763
P -1.017 3.335 1.910
C -0.396 4.282 3.343
S -2.716 2.466 1.733
O 0.387 1.218 0.357
C 0.356 -0.019 -0.333
C 0.751 -1.107 0.667
C 0.712 -2.488 0.070
C -0.571 -2.652 -0.602
C -0.819 -1.654 -1.734
C -0.835 -0.240 -1.138
H -1.229 4.841 3.640
H 0.018 3.789 4.178
H 0.206 4.951 2.836
H 1.197 -0.054 -1.050
H 0.023 -1.047 1.533
H 1.839 -0.944 1.047
H 0.775 -3.250 0.953
H 1.486 -2.699 -0.691
H -0.821 -3.683 -1.030
H -1.299 -2.565 0.212
H 0.061 -1.702 -2.344
H -1.780 -1.693 -2.382
H -0.943 0.461 -1.990
H -1.675 -0.082 -0.496